Below is C40H60CuGeN5P3S as an isolated structure at a distorted geometry, with properties calculated with the ωB97M-V functional and the def2-TZVPD basis.

Properties
Energy above the lowest of the compared OMol25 structures with the same formula, charge and spin, kJ/mol: 66.4
HOMO level, eV: -10.13
HOMO-LUMO gap, eV: 5.908
LUMO level, eV: -4.2
Net charge: +1

Last column: Löwdin charge in e.
Atoms and positions in Å:
Cu  -1.14404  0.75622  0.91521  -0.059
C  -0.61328  4.55625  1.34872  -0.120
C  -1.09505  4.22912  -0.06134  -0.520
C  -0.79764  5.37772  -1.02139  -0.097
P  -0.49601  2.53765  -0.57345  1.082
C  1.36972  2.55661  -0.44758  -0.360
N  1.93504  1.27977  -0.72780  -0.113
Ge  0.65725  -0.47121  -0.37148  1.050
N  -0.39260  -1.85902  -1.28745  -0.162
C  -1.81883  -1.97734  -1.28966  -0.382
P  -2.66585  -0.92174  -0.02451  1.067
C  -2.90609  -2.03329  1.46472  -0.530
C  -3.79723  -1.28296  2.45580  -0.118
C  -3.42655  -3.45399  1.26462  -0.092
C  -4.39522  -0.76724  -0.74102  -0.500
C  -4.54189  0.51907  -1.55201  -0.111
C  -4.86789  -1.97218  -1.55518  -0.093
C  0.31028  -2.59413  -2.20907  -0.228
C  -0.24946  -3.58086  -3.02897  -0.011
C  0.55836  -4.40057  -3.79293  -0.067
C  1.93616  -4.27840  -3.74373  -0.067
C  2.50282  -3.26090  -2.99110  -0.022
C  1.69524  -2.38773  -2.28512  -0.157
N  2.20525  -1.22571  -1.58792  -0.061
C  2.71291  -0.17854  -2.43533  -0.182
C  3.25097  -0.36647  -3.69449  -0.013
C  3.86177  0.68190  -4.36514  -0.068
C  3.95595  1.92019  -3.75485  -0.069
C  3.32583  2.14413  -2.54832  -0.038
C  2.63581  1.11606  -1.88763  -0.268
C  3.22415  -1.65077  -0.65025  -0.168
C  4.54405  -1.81267  -1.01278  -0.011
C  5.43917  -2.38600  -0.12493  -0.066
C  4.98720  -2.81937  1.10889  -0.067
C  3.68142  -2.59668  1.50109  -0.028
C  2.78270  -1.95427  0.64430  -0.246
N  1.48558  -1.61510  0.94557  -0.150
C  1.01765  -1.66526  2.29750  -0.366
P  0.29170  -0.04251  2.85976  1.099
C  -0.35031  -0.47359  4.58362  -0.497
C  -0.91918  -1.88182  4.72206  -0.100
C  -1.39917  0.55414  5.00073  -0.108
C  1.82385  0.91825  3.38095  -0.507
C  1.44727  2.38587  3.56605  -0.103
C  3.00987  0.80290  2.43196  -0.088
C  -0.88994  2.50435  -2.40921  -0.495
C  0.13010  3.13888  -3.35052  -0.084
C  -1.15858  1.07389  -2.85996  -0.131
H  -1.13082  5.44165  1.71176  0.092
H  0.45405  4.76762  1.35848  0.075
H  -0.83982  3.73360  2.02512  0.037
H  -2.18517  4.09003  -0.01804  0.102
H  0.27336  5.53480  -1.12725  0.080
H  -1.23020  6.28720  -0.60866  0.090
H  -1.24485  5.21953  -1.99908  0.067
H  1.60967  2.85386  0.57853  0.065
H  1.70928  3.33497  -1.13845  0.082
H  -2.10548  -3.01800  -1.08649  0.088
H  -2.23861  -1.68396  -2.26417  0.090
H  -1.88598  -2.09892  1.87546  0.064
H  -4.83268  -1.28179  2.12435  0.079
H  -3.47878  -0.24775  2.55968  0.032
H  -3.77577  -1.75198  3.43721  0.081
H  -4.47421  -3.45518  0.97611  0.074
H  -3.34837  -3.99408  2.20796  0.088
H  -2.85263  -4.00768  0.52554  0.067
H  -5.03569  -0.66164  0.14219  0.101
H  -3.99587  0.46441  -2.49097  0.066
H  -4.19085  1.37966  -0.98302  0.059
H  -5.59212  0.67435  -1.79088  0.089
H  -4.37865  -2.01635  -2.52551  0.076
H  -5.93748  -1.87431  -1.73327  0.092
H  -4.69500  -2.91181  -1.03869  0.058
H  -1.31725  -3.72359  -3.05854  0.102
H  0.10404  -5.15595  -4.41565  0.111
H  2.56927  -4.95917  -4.28969  0.109
H  3.57787  -3.17100  -2.94568  0.116
H  3.19358  -1.33115  -4.17069  0.109
H  4.27855  0.51949  -5.34704  0.108
H  4.50334  2.72224  -4.22668  0.113
H  3.40791  3.11543  -2.08601  0.112
H  4.87711  -1.47990  -1.98404  0.120
H  6.47105  -2.50728  -0.41184  0.108
H  5.66446  -3.32310  1.78083  0.111
H  3.36426  -2.95358  2.46842  0.106
H  1.82014  -1.90838  3.00003  0.090
H  0.23055  -2.42370  2.37854  0.078
H  0.51156  -0.39936  5.25837  0.109
H  -1.76099  -2.03466  4.05735  0.046
H  -1.27786  -2.01349  5.74141  0.091
H  -0.17340  -2.65163  4.54298  0.073
H  -2.20379  0.59454  4.27192  0.047
H  -0.97405  1.54944  5.09168  0.062
H  -1.81813  0.29031  5.96874  0.087
H  2.12315  0.49663  4.34972  0.110
H  1.37620  2.86937  2.59613  0.041
H  2.20184  2.90253  4.15445  0.093
H  0.49256  2.49977  4.07177  0.055
H  2.73039  1.03656  1.40830  0.045
H  3.45176  -0.18915  2.44730  0.064
H  3.77907  1.50651  2.74599  0.095
H  -1.83771  3.05835  -2.46051  0.113
H  1.04287  2.54925  -3.38298  0.058
H  0.38451  4.15994  -3.08568  0.065
H  -0.28807  3.14747  -4.35608  0.095
H  -0.22595  0.51273  -2.93659  0.066
H  -1.62663  1.07613  -3.84291  0.098
H  -1.81689  0.57525  -2.14926  0.006
S  -4.72681  3.00162  2.04858  0.627
C  -3.31682  2.30761  1.96310  -1.019
N  -2.24228  1.81307  1.97995  -0.091